#i
Computed, not measured: a 2-piece molecular cluster, C6H12N overall, with ωB97M-V/def2-TZVPD.

Values from the calculation:
Lowest unoccupied orbital energy ... -5.310 eV
Total charge ... +1
Orbital gap ... 9.7 eV

Positions of all 19 atoms, in Å:
1 C 3.28522 0.20315 -0.08308
2 C 4.59006 0.74136 -0.33334
3 C -1.97775 0.90432 -0.79155
4 C -0.59479 0.07255 1.14785
5 C -2.52872 -1.35798 0.03210
6 C -1.70095 -0.15579 0.20505
7 N 2.17908 -0.07501 0.12242
8 H 4.55714 1.49947 -1.03867
9 H 4.84605 1.11810 0.59214
10 H 5.34878 0.00744 -0.45280
11 H -2.85064 0.78227 -1.49520
12 H -1.97342 1.88974 -0.33860
13 H -1.08136 0.95471 -1.61909
14 H -0.74451 1.13103 1.30103
15 H -0.64929 -0.70146 1.89914
16 H 0.18481 -0.20606 0.30479
17 H -3.44787 -1.15272 0.69304
18 H -2.84624 -1.57284 -0.95735
19 H -2.14813 -2.26928 0.43175



#ii
Computed, not measured: an isolated ion of composition C6H12N and charge +1, with ωB97M-V/def2-TZVPD.

Values from the calculation:
Lowest unoccupied orbital energy ... -4.437 eV
Total charge ... +1
Orbital gap ... 11.4 eV

Positions of all 19 atoms, in Å:
1 C -2.85026 0.71763 0.20088
2 N -1.71822 0.31280 0.35835
3 C -0.55309 -0.08214 0.08984
4 C -0.36556 -1.78057 -0.62120
5 C 0.67080 0.71341 0.41557
6 C 1.70480 -0.20493 1.15978
7 C 1.15265 1.12367 -0.95998
8 H -3.70309 0.51854 0.99655
9 H -3.25212 1.22163 -0.61742
10 H -1.31652 -2.08695 -1.00489
11 H 0.02013 -2.40350 0.26820
12 H 0.09107 -1.79686 -1.55643
13 H 0.28396 1.49666 0.94834
14 H 1.70020 -1.19290 0.96350
15 H 2.67256 0.08515 0.98936
16 H 1.67584 -0.15958 2.20204
17 H 0.94312 0.27446 -1.78537
18 H 2.30051 1.29010 -0.87193
19 H 0.54324 1.95340 -1.17518



#iii
Computed, not measured: an isolated ion of composition C6H12N and charge +1, with ωB97M-V/def2-TZVPD.

Values from the calculation:
Lowest unoccupied orbital energy (alpha / beta) ... -3.856 / -5.429 eV
Total charge ... +1
Orbital gap (alpha / beta) ... 9.7 / 5.9 eV

Positions of all 19 atoms, in Å:
1 C 0.95437 0.37227 0.57441
2 C 0.40263 -1.54339 0.01260
3 C 0.28078 -0.70199 1.31078
4 C 0.70289 -0.26675 -0.80016
5 C -0.50476 -0.82423 2.43057
6 C -0.12505 1.61135 -1.96290
7 N -0.48685 0.29006 -1.45630
8 H 0.72971 1.43037 0.76166
9 H 2.07680 0.45873 0.84166
10 H 1.22383 -2.23552 -0.01221
11 H -0.57987 -2.02841 -0.39420
12 H -1.53592 -0.37507 2.15077
13 H -0.06460 -0.30943 3.37105
14 H -0.86716 -1.89925 2.64990
15 H -0.07291 2.31858 -1.18230
16 H 0.70925 1.52191 -2.54097
17 H -0.76684 2.11865 -2.62448
18 H -0.72041 -0.28196 -2.24294
19 H -1.35588 0.34405 -0.88695



#iv
Computed, not measured: a 2-piece molecular cluster, C6H12N overall, with ωB97M-V/def2-TZVPD.

Values from the calculation:
Lowest unoccupied orbital energy ... -3.690 eV
Total charge ... +1
Orbital gap ... 9.8 eV

Positions of all 19 atoms, in Å:
1 C 1.47460 1.63771 0.38471
2 C -0.84311 1.72260 -0.53395
3 C 2.00569 0.71678 -0.20890
4 C -0.88241 0.24794 -0.28296
5 C -1.40160 -0.03745 1.16116
6 C -0.15175 -0.56982 -0.90552
7 N -0.05477 -2.02018 -0.48823
8 H 1.13797 2.37157 1.23423
9 H -0.03356 1.87948 0.03236
10 H -0.75919 2.08040 -1.57804
11 H -1.55656 2.45827 -0.16101
12 H 2.48835 -0.06805 -0.68876
13 H -2.10716 0.73976 1.33768
14 H -0.47134 -0.02406 1.74426
15 H -1.95068 -1.01977 1.05099
16 H 0.42192 -0.55577 -1.90860
17 H 0.90227 -2.07316 -0.04606
18 H -0.04853 -2.73610 -1.28832
19 H -0.62021 -2.13683 0.30641



Which of them is the least stable? Correct choice: #iv.